No. 1
# C18H36N7O5Ru

C18H36N7O5Ru as an isolated structure (ωB97M-V with the def2-TZVPD basis set, the OMol25 dataset).

## Properties
Net charge = +2
Multiplicity = 6
Strongest force on any atom = 0.0116 Eh/bohr
HOMO-LUMO gap (alpha / beta) = 8.17 / 7.81 eV
Energy relative to the best compared isomer or geometry (same formula, charge and spin) = 11.9 kJ/mol
E_HOMO (alpha / beta) = -0.4870 / -0.5344 Ha

The geometry in XYZ format:
```
67
Properties=species:S:1:pos:R:3:forces:R:3
H 2.4358 0.4565 -3.4932 0.016 0.006 -0.012
N 2.0690 -0.0882 -1.4759 0.183 0.242 0.036
H 2.3852 -4.5216 -0.1182 -0.019 -0.014 -0.009
C -2.5413 0.9323 -3.1739 -0.072 -0.007 -0.097
C -2.4145 4.1546 -1.2349 -0.406 0.044 0.017
O 2.0421 -0.9301 1.4473 0.141 0.018 -0.074
H -0.4789 -4.1426 -0.4022 -0.018 0.021 0.020
N -2.8287 4.4404 0.0459 0.316 -0.092 -0.125
C 2.8984 1.0143 -0.9496 -0.096 -0.127 -0.103
C 3.5247 0.5019 4.3098 -0.133 -0.064 -0.110
H 3.4634 -1.4190 -0.6613 -0.015 -0.022 0.033
H 2.7356 -3.3782 -2.1087 0.022 -0.046 0.017
C 1.9630 -3.6050 0.3030 -0.159 -0.046 -0.129
H 2.3024 1.9247 -0.8991 -0.025 0.023 0.016
H -0.4241 -2.2564 1.9435 -0.087 -0.077 0.192
H 2.7560 -2.9868 0.6989 0.079 0.073 -0.019
H 3.8183 1.4703 3.9072 0.031 0.024 -0.012
H 1.4501 -2.3775 -2.7514 -0.001 -0.005 -0.037
O -1.8676 -1.8838 -0.3438 -0.057 -0.025 0.158
C -1.6954 0.1592 -2.4069 0.207 -0.005 0.182
N 1.1886 -2.8897 -0.7433 -0.005 -0.113 -0.058
O -2.2714 5.0090 -2.0750 0.107 0.010 0.082
N -1.0855 0.6181 -1.3015 -0.148 0.221 0.006
H -4.6355 -2.1794 1.1452 -0.003 0.005 0.021
H -2.6700 -0.1201 1.8557 0.011 0.035 -0.007
H -3.4349 2.8846 -3.3688 0.050 -0.019 0.033
C 0.1372 -3.8128 -1.2342 0.175 0.010 0.041
H 0.9246 -0.4295 -3.2388 0.002 -0.002 0.005
H 4.3662 0.0553 4.8224 0.049 -0.051 0.002
H -4.2369 -2.6269 -0.4776 -0.011 -0.004 -0.020
C 2.2572 -0.1356 2.3597 -0.001 -0.048 0.355
C -0.8516 -1.2592 2.0859 0.324 0.161 -0.340
C -2.7946 2.2351 -2.7827 -0.128 0.085 -0.142
N -3.9653 -2.2037 0.3957 0.061 -0.023 -0.040
H -0.4517 -0.7527 2.9571 -0.060 -0.046 -0.006
C -2.3331 -1.1626 1.8798 -0.005 -0.087 0.152
H 1.2993 -3.8742 1.1228 -0.015 0.016 0.017
N 0.6076 1.3436 1.5300 0.095 0.185 -0.005
H 3.2730 0.7573 0.0364 0.027 -0.015 0.052
H 0.5947 -4.6891 -1.7009 0.031 -0.013 -0.006
H 1.7389 1.6499 3.2595 0.034 0.080 0.050
C -3.1661 3.5109 1.0770 0.184 -0.057 0.097
H -2.9875 0.5181 -4.0685 0.021 0.019 0.041
H -3.4732 2.5732 0.6286 -0.044 -0.109 -0.016
H -2.9374 5.4295 0.2224 -0.037 0.005 -0.034
H 1.0464 1.2572 -2.7419 -0.013 0.025 0.019
H -0.4970 -3.3127 -1.9595 -0.031 0.040 -0.052
H -0.2781 1.5715 1.9775 -0.048 -0.032 -0.017
H 2.6879 0.5912 5.0021 -0.016 0.003 0.002
H -0.8689 2.2387 -0.0296 -0.040 0.003 0.024
C 2.9102 -1.3043 -1.5926 -0.106 0.084 0.020
O -2.0821 3.1755 1.9626 -0.061 0.048 -0.262
H 3.6443 -1.1748 -2.3940 0.029 0.035 -0.033
H -1.9428 3.9155 2.5656 -0.018 -0.030 0.000
C -2.7151 -1.7871 0.5653 0.101 0.017 -0.085
H -3.9989 3.9092 1.6493 -0.045 0.057 0.090
C -1.3558 1.8760 -0.9206 -0.006 -0.242 -0.139
H -2.8845 -1.6332 2.7011 -0.089 -0.013 -0.006
H 0.9279 2.1768 1.0451 0.054 0.036 -0.011
C 2.0780 -2.5361 -1.8755 -0.033 -0.027 0.093
N 1.5511 1.0074 2.5098 -0.016 -0.043 -0.111
H -1.4832 -0.8633 -2.6859 -0.009 -0.057 0.032
Ru 0.2487 -0.8469 -0.0030 -0.568 -0.178 -0.023
O 3.1943 -0.4139 3.2385 0.034 0.089 -0.008
H 3.7523 1.2106 -1.6049 0.018 -0.007 -0.025
C -2.2104 2.7101 -1.6192 0.162 0.087 0.198
C 1.5894 0.3188 -2.8137 0.081 -0.060 0.072
```
Forces are in eV/Å.

No. 2
# C23H13GdN7O7S

C23H13GdN7O7S as an isolated structure (ωB97M-V with the def2-TZVPD basis set, the OMol25 dataset).

## Properties
Net charge = +1
Multiplicity = 8
Strongest force on any atom = 0.0166 Eh/bohr
HOMO-LUMO gap (alpha / beta) = 8.01 / 5.76 eV
Energy relative to the best compared isomer or geometry (same formula, charge and spin) = 0.0 kJ/mol
E_HOMO (alpha / beta) = -0.4390 / -0.4391 Ha

The geometry in XYZ format:
```
52
Properties=species:S:1:pos:R:3:forces:R:3
H -2.1852 5.2398 -1.4878 -0.009 -0.015 0.008
O -0.3975 0.1301 1.8030 -0.080 -0.121 0.086
H -6.2552 1.5851 -1.5633 -0.009 -0.004 0.005
O -0.4063 0.2789 3.9491 -0.110 -0.003 -0.090
N 1.2337 -7.1453 -1.3903 -0.013 0.052 0.003
O 5.9355 -0.1237 4.1339 -0.075 -0.079 0.037
C -3.0789 0.3090 -1.3150 -0.042 -0.061 0.031
C 0.9949 -3.7547 -2.2103 -0.001 0.168 -0.004
C -4.6824 -1.4285 -1.1923 -0.038 -0.016 0.001
C -1.2880 4.6496 -1.5733 0.175 -0.096 0.089
C 0.7711 -2.4024 -2.0214 -0.001 -0.230 0.011
H -0.1412 -2.2767 1.1087 0.002 -0.011 0.005
N 4.7679 -0.1467 4.4530 -0.146 0.205 0.069
C -4.1194 1.2306 -1.4464 -0.101 0.072 -0.019
C -3.3567 -1.0509 -1.1859 -0.044 -0.007 0.002
Gd 0.5031 0.6365 -0.5011 -0.543 -0.158 -0.408
H 1.3106 -4.1301 -3.1725 0.004 -0.017 0.006
H 0.9192 -1.7096 -2.8414 0.011 0.030 0.018
C -5.7181 -0.4886 -1.3256 -0.012 0.035 -0.006
H -2.5683 -1.7856 -1.0890 0.037 0.033 0.002
H 2.0549 3.7434 -1.8540 0.010 -0.001 0.011
O 4.3248 -0.5188 5.5211 0.125 -0.035 -0.154
H -4.9388 -2.4746 -1.0940 0.007 0.003 -0.003
H 0.2622 -4.7259 0.9553 -0.002 -0.006 -0.003
C 3.5365 1.2229 -0.2335 -0.215 -0.240 -0.147
C -5.4600 0.8605 -1.4571 0.089 -0.075 0.003
N 0.3723 -1.8951 -0.8510 0.046 0.040 0.028
C 0.1916 -2.7250 0.1801 0.012 -0.151 0.093
O 1.1829 2.0861 0.9040 0.234 0.022 0.481
O 4.3854 1.8291 -0.8219 0.098 0.067 0.094
C 3.3343 1.2013 1.2692 0.270 -0.018 0.517
C -1.1407 3.2967 -1.5765 -0.236 -0.087 -0.042
N 0.1407 0.4070 2.8970 0.768 0.309 0.219
H -6.7435 -0.8320 -1.3270 0.007 -0.008 0.001
C 3.7851 0.3539 3.4636 -0.043 -0.145 0.283
N -3.5020 2.4695 -1.5514 0.260 -0.189 0.076
H 2.1023 -0.1794 4.7158 0.012 -0.024 0.036
C 1.0491 -6.0184 -1.2743 0.017 -0.090 0.003
N -1.8602 0.9828 -1.3414 -0.179 0.084 0.041
N 0.1576 2.8538 -1.6856 0.040 0.128 -0.078
C -2.1679 2.2553 -1.4773 -0.012 0.335 -0.221
C 0.4096 -4.0880 0.0964 -0.063 0.128 -0.045
C 1.5736 0.7882 2.8518 -0.649 -0.209 0.047
H -3.9539 3.3569 -1.6883 -0.024 0.006 -0.006
C 0.8158 -4.6073 -1.1271 0.016 -0.063 -0.029
C 4.2453 0.7403 2.2078 -0.175 -0.063 -0.256
C 2.4379 0.2802 3.7991 0.408 0.145 -0.355
O 2.6277 0.4284 -0.8157 0.501 0.406 -0.104
H 5.2909 0.6149 1.9623 0.006 -0.026 0.011
S 0.2491 5.3874 -1.6882 -0.099 0.039 -0.209
C 2.0162 1.4262 1.6859 -0.317 0.103 -0.365
C 0.9827 3.8630 -1.7775 0.082 -0.159 0.228
```
Forces are in eV/Å.

No. 3
# C3H31NO13S

A 13-piece molecular cluster, C3H31NO13S overall (ωB97M-V with the def2-TZVPD basis set, the OMol25 dataset).

## Properties
Net charge = 0
Strongest force on any atom = 0.1529 Eh/bohr
HOMO-LUMO gap = 9.15 eV
Energy relative to the best compared isomer or geometry (same formula, charge and spin) = 54.5 kJ/mol
E_HOMO = -0.3417 Ha

The geometry in XYZ format:
```
49
Properties=species:S:1:pos:R:3:forces:R:3
H -2.0613 0.3858 0.8504 -2.191 0.666 0.771
H 2.9562 -1.3545 -0.2741 -0.018 -0.332 0.890
H -0.7895 0.0151 4.3750 -0.565 -0.426 0.374
O 2.9602 -1.0510 0.6736 2.637 -0.870 -1.744
O -0.6036 0.7383 -0.4624 1.420 2.266 -0.297
H 0.4210 0.5789 3.8582 5.791 5.155 1.291
H 1.8811 -2.2221 -1.7903 -0.150 0.698 -0.677
H -3.2734 1.6497 -2.0330 -0.276 0.647 0.150
O -0.3061 -1.1877 1.3475 0.607 -1.752 0.079
H -3.4318 -1.8513 -0.0895 1.822 -1.185 0.783
H 2.4398 2.1537 -1.7205 1.043 0.117 -0.043
H -0.4100 -0.4325 0.8054 0.186 1.434 -1.489
H -2.5544 -2.9686 1.3977 -0.142 -0.246 0.089
H -2.3688 0.8876 2.2049 1.063 0.451 2.789
N -0.8619 2.8243 0.3568 0.388 -2.598 -1.119
H 1.0180 -2.9571 0.6229 -0.969 -2.249 -2.339
H 2.0774 1.7141 2.3861 0.783 -0.321 -1.352
H -3.3778 0.1406 -1.8985 1.060 1.175 -0.805
H 1.5276 0.6030 -1.8470 -0.114 1.669 0.140
H 2.4403 -3.3767 -1.2572 1.383 1.265 -0.179
H 3.8058 0.5340 0.9371 -1.389 -0.357 0.215
O 3.2928 1.2758 1.3276 2.155 0.897 -0.251
H -0.4194 2.6225 -2.5734 0.294 -1.139 0.830
O -2.8432 0.6952 1.4434 0.884 -1.048 -3.443
O -0.1857 0.0062 3.6402 -5.559 -4.782 -1.165
H 2.0836 -0.9854 0.9429 -2.546 0.295 0.730
C 0.3444 2.5793 -1.7477 0.820 -0.565 -1.813
H 0.6202 2.4275 2.5655 2.297 -1.284 0.673
C 1.5895 1.6936 -2.1605 -2.131 -1.142 -0.739
H 1.5547 0.2674 -4.0889 -0.010 -1.041 0.023
C -0.3047 1.9654 -0.5304 -2.220 -0.713 -0.168
H -0.2051 -0.8109 2.2203 0.022 0.043 1.082
H -0.5158 3.7016 0.4558 1.011 3.022 0.178
H -1.5853 -2.1238 0.6598 1.692 1.053 0.569
S 1.5932 1.5657 -4.0000 0.583 1.341 0.201
H -1.0800 -2.3720 -2.0664 3.355 1.623 -0.681
H -4.4462 -0.8578 0.4706 0.095 0.413 0.565
H -1.3772 2.4192 1.0854 -0.992 -0.410 0.989
H 0.1912 -3.6752 -0.6660 0.476 0.617 1.005
O 0.9307 -3.7658 -0.0321 0.434 1.372 1.519
O 2.7948 -2.5023 -1.6434 -1.232 -1.777 0.547
O 1.3887 1.9225 3.0002 -3.076 1.886 0.829
H 4.0450 1.8436 1.5669 -0.562 0.390 0.171
O -0.1020 -1.9950 -2.2539 -3.058 -3.835 0.017
H 0.6205 3.6597 -1.9011 0.039 -0.742 1.661
O -4.2319 -1.4154 -0.2654 -2.858 1.469 -1.882
H -0.1221 -1.0959 -2.0431 -0.582 2.497 0.680
O -2.2775 -2.7376 0.5091 -0.732 -1.723 -0.401
O -2.8416 0.8682 -2.3586 -0.968 -1.923 0.749
```
Forces are in eV/Å.

No. 4
# H3S3

H3S3 as an isolated structure (ωB97M-V with the def2-TZVPD basis set, the OMol25 dataset).

## Properties
Net charge = 0
Multiplicity = 2
Strongest force on any atom = 0.0483 Eh/bohr
HOMO-LUMO gap (alpha / beta) = 9.28 / 6.46 eV
Energy relative to the best compared isomer or geometry (same formula, charge and spin) = 68.8 kJ/mol
E_HOMO (alpha / beta) = -0.3441 / -0.3421 Ha

The geometry in XYZ format:
```
6
Properties=species:S:1:pos:R:3:forces:R:3
S -1.9139 0.7547 -0.8347 0.495 -1.417 0.665
S -1.1417 -1.0409 -0.1126 -1.194 1.475 -0.993
H -0.9647 1.1026 -1.7293 -0.004 -0.245 0.022
H 2.0004 -0.9803 1.3789 -0.342 1.400 -0.634
S 1.7239 0.2894 0.8314 -1.304 -1.704 0.293
H 0.2960 -0.1255 0.4663 2.349 0.491 0.646
```
Forces are in eV/Å.

No. 5
# C3H3N3O

A 2-piece molecular cluster, C3H3N3O overall (ωB97M-V with the def2-TZVPD basis set, the OMol25 dataset).

## Properties
Net charge = 0
Strongest force on any atom = 0.0375 Eh/bohr
HOMO-LUMO gap = 10.21 eV
Energy relative to the best compared isomer or geometry (same formula, charge and spin) = 82.2 kJ/mol
E_HOMO = -0.3551 Ha
Structure (SMILES) = N=C=CC=O.N#N

The geometry in XYZ format:
```
10
Properties=species:S:1:pos:R:3:forces:R:3
C 0.6388 1.3239 0.1894 -0.143 -0.022 0.224
N -1.0067 -1.3178 -1.3045 0.497 0.634 0.015
C 0.5244 0.6973 -1.1306 -0.100 -0.092 -0.020
N -0.8913 -0.7756 2.9905 0.113 -1.420 -1.303
O -0.0353 1.0213 1.1518 0.299 0.282 -0.405
H 1.4147 2.1084 0.2725 -0.083 -0.016 -0.076
H 1.0583 1.0878 -1.9892 -0.033 -0.137 0.117
C -0.2350 -0.3862 -1.2384 -0.346 -0.463 -0.034
H -0.6776 -2.2597 -1.1082 0.001 0.071 -0.015
N -0.7903 -1.4995 2.1667 -0.204 1.162 1.496
```
Forces are in eV/Å.

No. 6
# C23H23BFNO15

A 4-piece molecular cluster, C23H23BFNO15 overall (ωB97M-V with the def2-TZVPD basis set, the OMol25 dataset).

## Properties
Net charge = 0
Strongest force on any atom = 0.0578 Eh/bohr
HOMO-LUMO gap = 8.14 eV
E_HOMO = -0.3535 Ha
Structure (SMILES) = O=C1C=C(O)C(=O)C=C1O.O=C1C=C(O)C(=O)C=C1O.O=C1C=C(O)C(=O)C=C1O.CCB(O)NC(=O)OCCF

The geometry in XYZ format:
```
64
Properties=species:S:1:pos:R:3:forces:R:3
O 1.3557 5.4973 6.3166 0.191 -0.279 -0.268
H 5.2444 0.0893 1.7965 -0.015 -0.040 -0.280
O -0.6882 -3.9263 -0.9671 0.043 0.329 0.118
O -2.7517 3.7489 4.8782 0.016 -0.238 -0.192
N 2.3216 -1.2483 1.2551 -0.096 0.433 0.125
H 1.0592 2.1124 3.2492 0.013 0.010 0.005
H -5.4824 -4.2082 -3.4149 -0.020 -0.036 -0.026
C -1.7390 -3.5589 -1.4610 -0.091 -0.531 -0.166
C -0.9995 -0.3691 -7.3175 -0.193 -0.472 -0.186
H 0.2299 -1.0090 4.0680 -0.132 -0.133 -0.036
C 0.5925 4.6780 5.5939 -0.251 0.331 0.324
H -2.4963 -5.5315 -1.9864 -0.015 0.002 -0.028
C 0.5269 2.8003 3.8896 0.159 0.030 -0.013
H -1.1539 0.4341 -8.9800 -0.007 -0.017 -0.045
H 0.5783 -3.3412 2.1041 -0.282 0.036 0.005
H -0.1125 -0.7004 -2.9179 -0.008 0.109 0.187
H 0.2087 2.0780 -5.1191 0.012 -0.019 0.031
C -1.1116 -1.4104 -6.4841 0.021 -0.083 0.212
C -4.1414 -2.5295 -2.6151 0.137 0.513 0.114
C -0.2545 0.0697 -4.6078 0.176 0.427 0.190
C 4.9663 0.8940 1.1081 0.181 1.095 0.468
H -3.4013 -0.5599 -2.0549 0.034 0.004 -0.010
O -5.1768 -2.1585 -3.1377 -0.059 -0.314 -0.052
C -2.7193 -4.4746 -2.0252 0.182 0.029 0.115
C -0.1401 1.1089 -5.4467 -0.038 0.047 -0.222
H -1.2782 5.3689 6.3232 0.021 0.013 -0.003
H -2.4939 2.1913 3.5035 -0.007 -0.010 -0.029
C -0.7441 4.6920 5.6714 -0.177 -0.083 -0.069
O -0.8091 -2.1969 -4.2920 0.125 0.256 0.276
H 2.6756 -1.7915 2.0404 0.364 -0.139 -0.313
H -0.6602 -0.1696 1.2012 -0.283 -0.093 -0.483
C 0.1189 -2.3602 2.2972 0.524 -0.128 0.275
C -0.8073 2.8134 3.9706 0.261 -0.282 -0.260
H 5.6882 0.9691 0.2917 -0.256 -0.289 -0.033
C -2.0442 -2.0914 -1.4859 -0.192 0.532 -0.127
C -0.4902 0.9620 -6.8508 0.193 0.368 0.421
O 0.0535 0.1744 -3.3178 -0.151 -0.439 -0.292
C 0.2461 -2.0747 3.8201 0.292 -0.345 -0.075
O 0.1027 -0.4043 0.6589 2.012 0.852 2.014
C -3.1718 -1.6165 -2.0292 -0.220 -0.030 -0.014
O -1.5729 1.9727 3.2639 -0.184 0.258 0.257
O 3.6718 0.6229 0.5490 0.065 -1.214 -0.268
H -0.4198 -1.8844 -0.6247 0.072 0.041 0.041
F 5.8463 3.1506 1.2033 -0.058 -0.125 -0.200
C 5.0470 2.2307 1.8725 0.075 -0.417 0.434
O -0.3939 1.8651 -7.6614 -0.129 -0.216 -0.224
O -1.1243 -1.2924 -0.9360 -1.242 -1.256 -1.589
C 2.8164 0.0867 1.4415 -1.014 1.031 1.092
C -3.8476 -4.0001 -2.5664 0.113 -0.500 0.012
H -0.9415 -2.4432 2.0316 0.184 0.065 -0.117
C 1.3181 3.7331 4.6810 -0.044 -0.398 -0.349
O -1.3303 -0.4503 -8.6049 0.156 0.378 0.150
C -1.5345 3.7739 4.8615 -0.013 0.372 0.348
H 2.2771 5.2856 6.0728 0.016 0.043 0.020
O -4.7749 -4.7994 -3.0937 -0.066 0.432 -0.007
O 2.5337 3.7794 4.6391 -0.027 0.240 0.227
H 1.1902 -2.4881 4.1978 -0.076 0.240 -0.047
B 0.8710 -1.2968 1.3887 -0.856 0.064 -0.099
O 2.4173 0.7382 2.3900 0.751 -0.490 -0.642
H 4.0701 2.6823 2.0480 0.051 -0.150 -0.091
H 5.5305 2.0275 2.8355 -0.094 0.258 -0.081
C -0.7392 -1.2732 -5.0831 -0.171 -0.293 -0.422
H -1.4749 -2.3746 -6.8109 0.007 0.009 -0.019
H -0.5368 -2.5973 4.3783 0.025 0.215 -0.082
```
Forces are in eV/Å.